Entry from the OMol25 dataset: a 7-piece molecular cluster, C41H79BBrClO25PS overall (ωB97M-V/def2-TZVPD).

As for the total charge: -1. The calculation puts the total energy at -7289.38163 a.u. Its spin multiplicity is 1. The HOMO-LUMO gap is 6.727 eV.

Each line ends with the Löwdin charge.
Positions of all 150 atoms, in Å:
C (-3.64646, 0.20609, 2.86009)  -0.043
C (-2.35935, 0.25005, 3.25250)  -0.210
C (-1.52252, 1.47218, 3.06322)  -0.243
P (0.23227, 1.11252, 2.36946)  0.720
C (0.98963, 2.58824, 3.31733)  -0.265
C (0.46499, 3.97934, 2.95796)  -0.323
C (0.65056, 4.94816, 4.14949)  -0.542
S (0.77512, 6.69033, 3.55755)  0.647
B (0.77349, -0.24625, 3.68071)  -0.594
O (0.76689, -1.61895, 3.33899)  0.080
O (1.23806, 0.03638, 4.97152)  0.001
C (0.23132, 0.14347, 5.96530)  -0.246
C (-0.40599, -1.20909, 6.32778)  -0.060
O (-0.51150, -0.12347, 1.33428)  -0.244
C (-1.03894, 0.40020, 0.17249)  -0.429
C (-1.29542, -0.62407, -0.92840)  -0.140
C (-2.73781, -1.11789, -1.01517)  -0.270
C (-3.72425, -0.01825, -1.40016)  -0.573
Br (-5.41407, -0.14800, -0.40766)  0.596
C (-0.12057, 1.59555, -0.20401)  -0.789
Cl (-1.10224, 2.65986, -1.35976)  0.681
C (1.14441, 1.13135, -0.93253)  -0.070
C (2.36267, 2.00764, -0.73505)  -0.414
O (3.24039, 1.70522, 0.00873)  0.163
O (2.45939, 3.18339, -1.49322)  0.032
C (2.27954, 4.36423, -0.75232)  -0.492
C (1.10607, 5.19880, -1.16819)  -0.003
O (3.03529, 4.67773, 0.11114)  0.153
O (0.06701, 2.26455, 0.94528)  -0.268
H (-4.06770, -0.70465, 2.44473)  0.018
H (-4.32974, 1.03935, 2.97705)  0.046
H (-1.96790, -0.63294, 3.75047)  0.083
H (-2.04522, 2.13350, 2.37139)  0.081
H (-1.43659, 2.03287, 4.00372)  0.067
H (1.55570, 0.83827, 1.80174)  0.056
H (0.86577, 2.46419, 4.39640)  0.070
H (2.06500, 2.54045, 3.13386)  0.092
H (-0.60269, 3.97724, 2.74588)  0.091
H (1.01738, 4.41945, 2.13395)  0.069
H (1.57753, 4.75462, 4.67883)  0.064
H (-0.21973, 4.93762, 4.79836)  0.044
H (0.00376, 6.58738, 2.46541)  -0.165
H (1.65375, -1.83394, 3.02046)  0.098
H (0.72089, 0.54073, 6.85415)  0.114
H (-0.56136, 0.84731, 5.69879)  0.102
H (-1.38031, -1.28054, 5.84550)  0.058
H (-0.58058, -1.23221, 7.40191)  0.070
H (0.22453, -2.03103, 6.00554)  0.077
H (-1.98783, 0.92814, 0.36555)  0.113
H (-1.07945, -0.13593, -1.88236)  0.101
H (-0.59438, -1.44765, -0.79780)  0.126
H (-3.05293, -1.65183, -0.12165)  0.084
H (-2.76530, -1.85712, -1.81887)  0.104
H (-3.35057, 0.98323, -1.22835)  0.013
H (-4.02054, -0.09964, -2.43922)  0.050
H (0.91660, 1.03201, -1.99280)  0.112
H (1.43494, 0.14691, -0.57687)  0.133
H (1.34830, 6.25166, -1.07040)  0.089
H (0.26848, 4.92407, -0.53520)  0.059
H (0.85628, 4.97657, -2.20277)  0.073
C (-5.50222, 0.70142, 9.26661)  -0.067
C (-4.09906, 1.22832, 9.48041)  -0.217
O (-3.44313, 1.52152, 8.24160)  0.035
C (-3.82227, 2.65208, 7.64302)  -0.611
O (-4.63206, 3.43968, 8.06389)  0.117
O (-3.14799, 2.75601, 6.50422)  0.007
C (-3.49027, 3.88694, 5.69947)  -0.029
H (-5.48477, -0.16083, 8.59905)  0.083
H (-5.94333, 0.40355, 10.21843)  0.077
H (-6.13934, 1.45940, 8.81352)  0.073
H (-3.48261, 0.46794, 9.95683)  0.120
H (-4.09442, 2.11040, 10.12124)  0.121
H (-3.40877, 4.81613, 6.25955)  0.096
H (-4.49845, 3.77637, 5.30289)  0.100
H (-2.78544, 3.90014, 4.87253)  0.079
C (4.01447, 4.36905, -3.87978)  -0.047
C (3.73122, 4.61505, -5.34501)  -0.192
O (3.34363, 5.98013, -5.59825)  0.048
C (4.33082, 6.86425, -5.60035)  -0.601
O (5.50262, 6.62994, -5.43930)  0.103
O (3.80725, 8.07578, -5.80777)  0.008
C (4.75573, 9.14129, -5.75253)  -0.042
H (3.16356, 4.67141, -3.27665)  0.061
H (4.21491, 3.31459, -3.69955)  0.089
H (4.87690, 4.94425, -3.54427)  0.083
H (2.88332, 4.01418, -5.66807)  0.124
H (4.58238, 4.35065, -5.97266)  0.123
H (5.58620, 8.96172, -6.43253)  0.092
H (5.12522, 9.26569, -4.73547)  0.099
H (4.22613, 10.03965, -6.05624)  0.091
C (8.51822, 6.44150, -4.75928)  -0.063
C (9.28710, 6.87457, -5.98579)  -0.204
O (10.61358, 6.31367, -6.02957)  0.037
C (10.68483, 5.03773, -6.39268)  -0.614
O (9.76571, 4.32961, -6.71107)  0.124
O (11.96956, 4.66671, -6.35036)  0.000
C (12.18768, 3.28683, -6.64629)  -0.046
H (9.08597, 6.67114, -3.85516)  0.084
H (7.55823, 6.95028, -4.71805)  0.051
H (8.33298, 5.36857, -4.76783)  0.080
H (9.43712, 7.95290, -5.97211)  0.120
H (8.75142, 6.62623, -6.90195)  0.124
H (11.73983, 3.01560, -7.59979)  0.093
H (11.78165, 2.66138, -5.85272)  0.098
H (13.26424, 3.15077, -6.69851)  0.090
C (-3.69076, -7.51786, 7.63843)  -0.069
C (-2.27853, -7.02309, 7.87046)  -0.221
O (-1.60852, -6.71539, 6.64298)  0.031
C (-1.97063, -5.55992, 6.07122)  -0.612
O (-2.77597, -4.78151, 6.51237)  0.122
O (-1.28702, -5.42891, 4.94169)  0.014
C (-1.61912, -4.26154, 4.17413)  -0.016
H (-3.68741, -8.36644, 6.95283)  0.080
H (-4.14350, -7.82673, 8.58125)  0.077
H (-4.30978, -6.73790, 7.19820)  0.073
H (-1.67963, -7.80492, 8.33514)  0.119
H (-2.26212, -6.15529, 8.52991)  0.122
H (-1.53134, -3.36165, 4.77500)  0.072
H (-2.62811, -4.35311, 3.77367)  0.095
H (-0.91180, -4.20772, 3.35310)  0.096
C (-3.29885, -8.26357, -3.28227)  -0.063
C (-2.28123, -7.18129, -2.99316)  -0.213
O (-2.90811, -5.94190, -2.63283)  0.028
C (-3.39038, -5.88175, -1.38932)  -0.611
O (-3.32332, -6.75269, -0.56141)  0.125
O (-3.95703, -4.68907, -1.22724)  0.003
C (-4.58422, -4.49658, 0.04513)  -0.029
H (-4.00613, -7.92631, -4.04132)  0.073
H (-2.80083, -9.16384, -3.64173)  0.081
H (-3.86834, -8.51827, -2.38934)  0.074
H (-1.70781, -6.96860, -3.89416)  0.117
H (-1.57892, -7.49084, -2.21952)  0.124
H (-3.89151, -4.70027, 0.85857)  0.094
H (-5.46259, -5.13458, 0.13170)  0.099
H (-4.89105, -3.45571, 0.08854)  0.070
C (-2.67265, -9.12263, -9.85831)  -0.067
C (-1.67785, -8.03151, -9.52458)  -0.213
O (-2.32738, -6.80542, -9.15886)  0.038
C (-2.84113, -6.77608, -7.92899)  -0.611
O (-2.79037, -7.66517, -7.11791)  0.116
O (-3.42801, -5.59481, -7.75313)  0.011
C (-4.09733, -5.45494, -6.49572)  -0.027
H (-3.36405, -8.78242, -10.63038)  0.081
H (-2.15243, -10.01112, -10.21645)  0.079
H (-3.26045, -9.39711, -8.98385)  0.073
H (-1.08091, -7.78732, -10.40130)  0.121
H (-0.99510, -8.33943, -8.73296)  0.123
H (-3.42937, -5.67648, -5.66644)  0.084
H (-4.96845, -6.10765, -6.46046)  0.100
H (-4.42347, -4.42193, -6.42563)  0.096